Entry 1:
Density functional theory data (the ωB97M-V functional and the def2-TZVPD basis) for the ion C5H5N2O with charge -1.

XYZ file:
```
13
Properties=species:S:1:pos:R:3:forces:R:3
C -1.715 -0.443 0.160 2.92 -1.24 -2.19
C -1.068 -1.002 1.325 -0.28 1.13 0.57
C -1.112 0.135 -0.951 -1.10 0.08 1.11
C 1.197 0.962 -0.515 -4.62 -1.20 -0.64
C 2.326 1.237 0.040 2.40 -0.37 0.25
N 0.081 0.787 -1.001 3.54 1.48 0.62
N 0.237 -0.944 1.633 -0.50 -0.50 0.80
O 0.618 -1.410 2.791 -0.86 0.61 -1.57
H -2.620 -0.970 -0.096 -0.79 0.55 0.22
H -1.847 -1.278 2.029 0.42 -0.65 0.76
H -1.626 0.413 -1.857 -0.90 -0.53 0.01
H 3.168 0.627 -0.334 -0.23 0.58 0.42
H 2.370 1.661 1.041 -0.01 0.07 -0.35
```
Positions in Å, forces in eV/Å.

The total charge is -1. For the frontier orbital gap, the calculation gives 6.89 eV. The value obtained for the LUMO energy is 4.1317 eV. The value obtained for the relative energy (zero: lowest compared OMol25 entry of this formula, charge and spin) is 234.3 kJ/mol.


Entry 2:
Density functional theory data (the ωB97M-V functional and the def2-TZVPD basis) for a structure of composition C5H5N3.

XYZ file:
```
13
Properties=species:S:1:pos:R:3:forces:R:3
C -1.114 -1.312 0.191 0.49 -1.11 -0.71
C -0.201 -0.357 -0.226 -1.55 0.72 3.10
C -0.083 0.558 0.894 0.76 -0.95 -1.54
C 0.748 1.615 0.619 1.90 -1.06 -5.80
C 0.633 0.001 -1.311 -2.08 1.92 -3.32
N -1.387 -1.160 1.522 -0.74 -0.86 -2.07
N 1.305 1.241 -1.122 -1.48 1.41 5.12
N -0.794 -0.031 1.869 -0.51 0.74 4.21
H -1.443 -2.111 -0.553 0.03 0.81 1.99
H 1.171 2.566 0.845 -0.20 0.14 0.81
H 1.350 -0.725 -1.505 1.51 -1.61 -0.60
H -0.034 0.078 -2.311 1.48 -0.08 1.78
H -0.868 0.174 2.933 0.38 -0.07 -2.95
```
Positions in Å, forces in eV/Å.

For the frontier orbital gap (alpha / beta), the calculation gives 8.70 / 7.86 eV. The value obtained for the LUMO energy (alpha / beta) is -0.5248 / 0.0514 eV. The value obtained for the relative energy (zero: lowest compared OMol25 entry of this formula, charge and spin) is 473.6 kJ/mol.